(1)
Below is a cluster of 11 separate species, C57H139N9O11 in total at a distorted geometry, with properties calculated with ωB97M-V with the def2-TZVPD basis set.

energy relative to the best compared isomer or geometry (same formula, charge and spin): 0.00 kcal/mol
SMILES: CC1(C)CCCC(C)(C)N1O.CC1(C)CCCC(C)(C)N1O.CC1(C)CCCC(C)(C)N1O.COC[C@H](C)N.COC[C@H](C)N.COC[C@H](C)N.COC[C@H](C)N.COC[C@H](C)N.COC[C@H](C)N.CC(C)O.CC(C)O
gap between HOMO and LUMO: 9.00 eV
multiplicity: 1
electronic energy: -3575.306098 a.u.

Element x y z (Å)
C 2.7127 -0.2038 6.7274
C 2.2915 -0.7382 5.3896
C 3.2966 -0.2835 4.2502
O 2.3160 -2.1638 5.6348
H 3.7351 -0.5483 6.9127
H 2.2445 -0.7096 7.5290
H 2.6091 0.8907 6.8684
H 1.2649 -0.4925 5.1656
H 2.9470 -0.7254 3.3091
H 4.2732 -0.7695 4.4595
H 3.3008 0.8153 4.1340
H 2.2079 -2.6096 4.7763
C 3.4906 -1.9953 -2.7283
C 3.2496 -2.6712 -1.4326
C 1.9012 -2.6026 -0.9207
O 3.6469 -4.0677 -1.5138
H 4.5128 -1.6701 -2.8019
H 2.7686 -1.1958 -2.9766
H 3.4242 -2.7781 -3.4822
H 3.8697 -2.2305 -0.6516
H 1.7855 -2.9416 0.1131
H 1.2279 -3.2266 -1.5264
H 1.5438 -1.5906 -0.9685
H 4.5805 -4.1277 -1.7019
C 0.5097 -1.5327 -6.4662
C -0.5182 -2.6398 -6.6297
C 0.0825 -4.0409 -6.3917
C 0.6200 -4.2062 -5.0043
C -0.5973 -4.0464 -4.0442
C -1.3273 -2.7220 -4.2053
N -1.5987 -2.5610 -5.6706
O -2.2401 -1.2760 -5.8208
C -2.7022 -2.8929 -3.5260
C -0.5106 -1.5832 -3.6193
C -1.2011 -2.7006 -8.0180
H -0.0106 -0.5858 -6.4134
H 1.2474 -1.4063 -7.2186
H 1.0805 -1.6072 -5.5325
H -0.7429 -4.7708 -6.4692
H 0.8224 -4.2292 -7.1886
H 1.3737 -3.5584 -4.6338
H 0.9806 -5.2629 -4.9346
H -0.3032 -4.0644 -3.0175
H -1.2508 -4.9023 -4.2322
H -3.1972 -3.6831 -4.0759
H -2.5967 -3.2876 -2.4946
H -3.3487 -2.0182 -3.5472
H -0.7704 -0.5911 -3.9768
H -0.6520 -1.5859 -2.5197
H 0.5534 -1.7356 -3.8243
H -0.4918 -3.0971 -8.7658
H -1.5637 -1.7462 -8.4226
H -2.0643 -3.3766 -8.0599
H -3.0106 -1.3322 -6.3515
C 1.5217 9.0221 -0.0081
C 1.0066 7.8360 -0.7937
C 1.7728 7.5559 -2.0707
C 3.1470 6.8159 -1.8870
C 2.9416 5.5897 -1.0347
C 2.3566 5.9513 0.3532
N 1.0525 6.4950 -0.0200
O 0.4141 6.7733 1.2872
C 1.9453 4.6172 1.0467
C 3.2352 6.8399 1.2337
C -0.4763 8.0423 -1.0942
H 0.8505 9.1947 0.8131
H 1.4850 9.9338 -0.5724
H 2.5336 9.0608 0.3925
H 1.1564 6.9667 -2.7924
H 1.9393 8.4755 -2.5781
H 3.9113 7.4606 -1.4135
H 3.5826 6.4959 -2.8549
H 3.9059 5.0743 -0.8858
H 2.2278 4.8584 -1.4321
H 2.6851 3.7890 1.0211
H 1.7834 4.9682 2.0760
H 1.0073 4.2208 0.6563
H 3.8462 7.5462 0.6623
H 2.6330 7.2598 2.0480
H 3.9448 6.2291 1.7738
H -0.9813 8.3182 -0.1929
H -1.0705 7.2145 -1.4714
H -0.4033 8.8051 -1.8531
H -0.2753 6.0997 1.3123
C 1.8638 -6.1523 1.9717
C 1.7129 -5.1374 3.1705
C 1.5588 -6.0462 4.4433
C 2.8262 -6.8004 4.8326
C 3.9402 -5.7353 5.0214
C 4.1447 -4.8396 3.7359
N 2.8708 -4.2868 3.3796
O 3.0472 -3.3999 2.2516
C 5.0401 -3.6116 4.2439
C 4.9125 -5.5924 2.6164
C 0.5694 -4.2271 2.9470
H 2.4743 -5.7304 1.1794
H 0.9033 -6.2933 1.5006
H 2.3273 -7.1034 2.2788
H 1.2164 -5.3763 5.2698
H 0.7626 -6.7339 4.1744
H 3.2209 -7.5272 4.1034
H 2.5714 -7.4459 5.6784
H 4.9178 -6.1477 5.2756
H 3.6416 -5.0118 5.7979
H 5.5008 -3.0821 3.3985
H 4.4315 -2.9682 4.8552
H 5.8599 -4.0241 4.8697
H 5.1719 -4.9632 1.7994
H 5.8675 -5.9690 3.0449
H 4.3354 -6.4040 2.1729
H -0.3583 -4.7806 2.7859
H 0.7106 -3.5809 2.0694
H 0.3958 -3.5581 3.7941
H 3.5190 -3.9690 1.6063
C -2.4627 -1.9595 4.8721
C -3.4161 -1.6466 3.7341
C -3.6213 -2.7602 2.7865
O -2.4901 -3.4127 2.2809
C -2.8281 -4.5714 1.5782
N -4.7205 -1.1995 4.2388
H -2.9896 -2.6212 5.5476
H -2.1514 -1.0631 5.4301
H -1.5262 -2.4108 4.4997
H -2.9491 -0.7588 3.2634
H -4.2455 -2.3119 1.9712
H -4.2850 -3.4152 3.3450
H -3.4093 -4.3003 0.6916
H -3.3069 -5.3091 2.2083
H -1.8608 -4.9833 1.2645
H -5.2901 -0.7447 3.5088
H -4.5633 -0.6686 5.1171
C -2.0884 4.5879 -3.5188
C -1.2195 3.6273 -2.7818
C 0.0751 3.2624 -3.4617
O 0.8215 4.4904 -3.6231
C 2.0074 4.2863 -4.3181
N -0.9009 4.0167 -1.3986
H -1.5306 5.5015 -3.7526
H -2.9765 4.8569 -2.9542
H -2.4226 4.1501 -4.4657
H -1.8428 2.6820 -2.6917
H -0.1271 2.8158 -4.4436
H 0.6369 2.5432 -2.8212
H 2.7409 3.7915 -3.7047
H 2.4354 5.2726 -4.5547
H 1.8129 3.8764 -5.2719
H -1.8024 4.2861 -0.9942
H -0.2941 4.8548 -1.3594
C -4.9257 1.2548 -2.5472
C -5.4220 0.0636 -3.3758
C -5.9636 -1.0850 -2.5927
O -6.9492 -0.7582 -1.6841
C -7.6056 -1.8528 -1.1117
N -6.3398 0.5420 -4.4108
H -3.9577 1.0304 -2.1616
H -5.5483 1.4832 -1.6843
H -4.8592 2.1902 -3.1707
H -4.5932 -0.4687 -3.9275
H -5.1501 -1.5831 -2.0592
H -6.4296 -1.8200 -3.3110
H -8.2766 -2.3489 -1.8418
H -8.2326 -1.4452 -0.2790
H -6.8912 -2.5918 -0.7567
H -6.7716 -0.2870 -4.8463
H -7.1082 0.9213 -3.9075
C -0.1320 -0.3156 1.7161
C -0.5786 0.4428 0.5192
C -2.0496 0.8758 0.6782
O -2.9292 -0.2095 0.9338
C -3.0277 -1.1590 -0.1093
N 0.3318 1.5979 0.2986
H -0.8712 -1.0562 2.0122
H -0.1794 0.3248 2.5701
H 0.9044 -0.7100 1.6825
H -0.5197 -0.1736 -0.3673
H -2.4683 1.4682 -0.1757
H -2.0783 1.4992 1.5740
H -4.0638 -1.5020 -0.2367
H -2.4039 -2.0317 0.0630
H -2.6933 -0.6394 -1.0316
H -0.0839 2.2987 -0.2732
H 0.3527 2.0915 1.2094
C -7.4364 2.3696 1.3007
C -5.9608 2.0925 1.2634
C -5.2458 2.7672 2.3544
O -5.4021 4.1494 2.2755
C -5.4229 4.7365 3.5493
N -5.7437 0.6365 1.4028
H -7.5992 3.4377 1.3176
H -7.9014 1.9089 2.2198
H -7.9334 1.9873 0.3578
H -5.5262 2.4156 0.3402
H -4.1702 2.5562 2.2402
H -5.4827 2.4581 3.3681
H -4.7644 4.2222 4.2295
H -6.4285 4.7173 3.9340
H -5.1636 5.7844 3.5281
H -6.2789 0.1266 0.7178
H -4.7245 0.4536 1.2305
C 6.9555 0.3066 2.6546
C 7.0127 -0.2400 1.2645
C 5.6106 -0.5470 0.7599
O 4.9515 0.6688 0.6003
C 3.6150 0.6378 0.1963
N 7.7615 0.6296 0.3695
H 6.6223 1.3540 2.5591
H 7.9992 0.2758 3.0703
H 6.3334 -0.3119 3.3155
H 7.6157 -1.1854 1.2007
H 5.0333 -1.1853 1.5074
H 5.6231 -1.0559 -0.1949
H 3.1696 1.5510 0.5352
H 3.0460 -0.1317 0.7322
H 3.5019 0.6122 -0.9050
H 7.9391 0.1704 -0.5235
H 7.2920 1.4863 0.1302

---

(2)
Below is the molecule C6H11NO at a distorted geometry, with properties calculated with ωB97M-V with the def2-TZVPD basis set.

energy relative to the best compared isomer or geometry (same formula, charge and spin): 154.89 kcal/mol
SMILES: C1CC2(CN1)COC2
gap between HOMO and LUMO: 9.35 eV
multiplicity: 1
electronic energy: -364.984626 a.u.

Element x y z (Å)
C -2.1211 0.7576 0.3363
C -0.6824 1.2798 -0.2732
C 0.2711 0.0345 -0.0893
C -0.8808 -1.1467 -0.4505
C 1.4375 -0.1008 1.0906
C 1.6856 0.1492 -0.9384
H -2.9378 0.9877 -0.5163
H -2.5356 0.8735 1.4531
H -0.5408 1.5608 -1.3587
H -0.1236 1.9757 0.3240
H -0.7929 -2.2653 -0.2259
H -1.0205 -1.3492 -1.5909
H -2.1773 -1.2509 1.2078
H 1.6272 -1.0768 1.5615
H 1.4044 0.8816 1.6902
H 1.5981 1.3710 -1.3523
H 1.7440 -0.8304 -1.5809
N -2.0581 -0.7832 0.0784
O 2.4878 -0.1547 0.2233

---

(3)
Below is a cluster of 2 separate species, C5H6F2N2 in total at a distorted geometry, with properties calculated with ωB97M-V with the def2-TZVPD basis set.

expectation value of S²: 2.006
energy relative to the best compared isomer or geometry (same formula, charge and spin): 76.73 kcal/mol
gap between HOMO and LUMO (alpha / beta): 5.43 / 8.19 eV
multiplicity: 3
electronic energy: -503.059675 a.u.

Element x y z (Å)
C 0.9513 0.9304 -2.0710
C -0.0307 0.2786 -1.7226
C -0.9173 -1.5399 1.0739
C -1.4420 -2.2669 0.1147
C 1.1693 -0.0647 1.0532
N 0.4538 -1.0978 1.1370
N 0.9365 1.2429 0.9734
F -2.6797 -2.7028 0.1863
F 2.5345 -0.3300 1.1115
H 1.6844 1.2889 -2.6667
H -0.7736 -0.2760 -1.1798
H -1.3400 -1.3908 2.1450
H -0.8927 -2.5414 -0.7365
H 0.0542 1.7345 1.2230
H 1.7635 1.7192 1.4086